(1)
{
  "formula": "C26H25N4O4SV",
  "method": "ωB97M-V/def2-TZVPD",
  "multiplicity": 3,
  "s2": 2.04,
  "de_lowest_kj_mol": 108.67,
  "orbital_gap_ha": [0.17081, 0.23442],
  "charge": -2,
  "species": ["V", "N", "C", "S", "N", "N", "C", "C", "C", "C", "C", "C", "C", "C", "C", "C", "C", "C", "N", "H", "H", "H", "H", "H", "H", "H", "H", "H", "H", "H", "C", "C", "C", "C", "C", "C", "H", "H", "H", "H", "H", "H", "H", "H", "H", "O", "O", "C", "C", "C", "C", "C", "C", "C", "O", "O", "H", "H", "H", "H", "H"],
  "coordinates": [[-0.0293, -0.0349, 1.9394], [-2.6340, -3.2996, 3.5730], [-2.1832, -2.1299, 2.8971], [-1.7208, -0.7244, 3.8154], [-2.1529, -2.2285, 1.6154], [-1.6943, -1.0089, 1.0831], [-2.5660, -0.3269, 0.3287], [-3.7509, -0.9560, -0.2769], [-3.6806, -2.2155, -0.8847], [-4.7896, -2.7815, -1.4804], [-6.0093, -2.1126, -1.4864], [-6.0982, -0.8740, -0.8755], [-4.9847, -0.3069, -0.2739], [-2.3149, 1.0399, 0.2224], [-2.8192, 1.8826, -0.8193], [-2.5084, 3.1966, -0.8537], [-1.6802, 3.7359, 0.1678], [-1.1953, 2.8843, 1.1237], [-1.4605, 1.5697, 1.1968], [-2.2904, -3.3174, 4.5214], [-2.3803, -4.1346, 3.0693], [-2.7348, -2.7383, -0.8601], [-4.7090, -3.7579, -1.9450], [-6.8801, -2.5592, -1.9525], [-7.0461, -0.3474, -0.8559], [-5.0597, 0.6526, 0.2219], [-3.4367, 1.4365, -1.5890], [-2.8765, 3.8267, -1.6563], [-1.4074, 4.7821, 0.1880], [-0.5562, 3.2633, 1.9115], [1.9879, -2.5517, -2.5423], [2.5909, -2.5932, -1.1311], [2.7532, -4.0559, -0.6958], [3.9669, -1.9128, -1.1547], [1.7105, -1.8870, -0.1940], [1.0286, -1.2700, 0.6154], [2.6368, -3.0728, -3.2567], [1.8668, -1.5169, -2.8621], [1.0056, -3.0253, -2.5434], [3.4108, -4.5941, -1.3889], [1.7812, -4.5494, -0.6722], [3.1796, -4.1010, 0.3063], [4.6393, -2.4243, -1.8549], [4.4086, -1.9329, -0.1582], [3.8606, -0.8701, -1.4527], [0.9922, -0.3783, 3.1247], [2.8778, 1.2424, -0.8694], [3.3546, 2.3961, -0.4188], [4.3405, 3.0277, -1.1944], [4.9031, 4.2212, -0.7948], [4.5039, 4.8252, 0.3912], [3.5311, 4.2052, 1.1542], [2.9402, 3.0097, 0.7828], [1.8581, 2.4438, 1.7053], [1.5800, 3.0360, 2.7373], [1.2877, 1.3823, 1.2414], [2.2167, 0.9005, -0.2084], [4.6435, 2.5408, -2.1134], [5.6638, 4.6868, -1.4135], [4.9431, 5.7625, 0.7118], [3.1855, 4.6394, 2.0840]]
}

***

(2)
{
  "formula": "C26H25N7O2S2Ti",
  "method": "ωB97M-V/def2-TZVPD",
  "multiplicity": 3,
  "s2": 2.02,
  "de_lowest_kj_mol": 35.80,
  "orbital_gap_ha": [0.18818, 0.29594],
  "charge": 0,
  "species": ["Ti", "N", "C", "S", "N", "N", "C", "C", "C", "C", "C", "C", "C", "O", "H", "H", "H", "H", "H", "H", "H", "N", "C", "C", "C", "C", "C", "C", "N", "C", "C", "C", "S", "C", "N", "H", "H", "H", "H", "H", "H", "H", "O", "C", "C", "C", "C", "C", "C", "C", "C", "N", "H", "H", "H", "H", "H", "H", "H", "H", "H", "H", "H"],
  "coordinates": [[-0.0410, -0.2526, -0.1191], [-2.1243, 3.5823, -0.1201], [-1.7692, 2.2733, -0.2804], [-1.3302, 1.3796, 1.1654], [-1.8452, 1.7782, -1.4784], [-1.5193, 0.4314, -1.4975], [-2.1144, -0.2749, -2.3829], [-2.0441, -1.7228, -2.4365], [-2.5971, -2.3856, -3.5375], [-2.6685, -3.7615, -3.5916], [-2.2093, -4.5045, -2.5042], [-1.6722, -3.8764, -1.3989], [-1.5560, -2.4797, -1.3487], [-0.9975, -1.9095, -0.2958], [-1.7339, 4.0477, 0.6809], [-2.1618, 4.1216, -0.9712], [-2.7760, 0.2364, -3.0807], [-2.9761, -1.7903, -4.3605], [-3.0879, -4.2564, -4.4566], [-2.2745, -5.5854, -2.5240], [-1.3113, -4.4453, -0.5504], [1.9908, 2.2598, -2.7912], [1.8924, 3.2693, -1.8474], [2.1732, 4.6189, -1.9227], [2.0079, 5.3750, -0.7636], [1.5904, 4.7789, 0.4204], [1.3035, 3.4167, 0.4872], [1.4333, 2.6572, -0.6665], [1.2275, 1.2971, -0.8926], [1.6172, 1.0760, -2.1930], [1.6562, -0.2079, -2.7216], [2.0769, -0.7295, -3.9500], [1.9264, -2.4500, -3.9209], [1.3119, -2.3735, -2.3268], [1.2107, -1.1854, -1.8275], [2.2913, 2.3614, -3.7419], [2.5167, 5.0731, -2.8434], [2.2210, 6.4356, -0.7856], [1.4897, 5.3840, 1.3126], [0.9694, 2.9604, 1.4081], [2.4851, -0.2153, -4.8015], [1.0031, -3.2600, -1.7936], [1.7575, -0.5322, 1.1234], [2.1975, -1.3745, 2.1974], [2.2430, -0.6042, 3.5048], [0.9714, 0.2046, 3.7873], [-0.2831, -0.6230, 3.8238], [-0.9523, -0.8683, 5.0179], [-2.1136, -1.6218, 5.0006], [-2.5728, -2.1083, 3.7888], [-1.8444, -1.8194, 2.6457], [-0.7253, -1.0987, 2.6541], [2.4777, -0.0436, 0.7080], [3.1779, -1.7864, 1.9522], [1.4813, -2.1904, 2.2426], [3.0919, 0.0851, 3.4890], [2.4297, -1.3192, 4.3118], [0.8534, 0.9653, 3.0129], [1.0903, 0.7255, 4.7383], [-0.5663, -0.4597, 5.9427], [-2.6545, -1.8187, 5.9175], [-3.4797, -2.6929, 3.7203], [-2.1643, -2.1664, 1.6711]]
}

***

(3)
{
  "formula": "C26H25NO4",
  "method": "ωB97M-V/def2-TZVPD",
  "de_lowest_kj_mol": 359.30,
  "orbital_gap_ha": 0.32015,
  "charge": 0,
  "species": ["C", "O", "C", "C", "C", "C", "C", "C", "C", "C", "C", "O", "C", "C", "C", "C", "C", "C", "H", "H", "H", "H", "H", "H", "H", "H", "H", "H", "H", "H", "H", "H", "H", "C", "C", "C", "C", "C", "C", "C", "O", "C", "O", "N", "C", "C", "H", "H", "H", "H", "H", "H", "H", "H", "H", "H"],
  "coordinates": [[4.6890, 3.7224, -1.4399], [4.5380, 2.2914, -1.2610], [3.2790, 1.7907, -1.4034], [3.0872, 0.4399, -1.0448], [1.8177, -0.0760, -0.9468], [0.6853, 0.7033, -1.1625], [-0.6035, -0.0368, -0.9397], [-1.8660, 0.7417, -0.8352], [-3.0882, 0.1616, -1.2403], [-4.2402, 0.9345, -1.3003], [-4.1733, 2.3098, -0.9649], [-5.3376, 2.9842, -1.1143], [-6.3550, 1.9890, -1.5730], [-5.6563, 0.6331, -1.6948], [-2.9764, 2.8956, -0.5261], [-1.8425, 2.1008, -0.4606], [0.8765, 1.9997, -1.7282], [2.1578, 2.5521, -1.7934], [5.7444, 3.9263, -1.2221], [4.4578, 4.0209, -2.4827], [4.0457, 4.2933, -0.7398], [3.9354, -0.1736, -0.7805], [1.6314, -1.1007, -0.6536], [-0.6886, -0.7177, -1.7755], [-3.1413, -0.8914, -1.5173], [-7.1560, 1.9848, -0.8237], [-6.7344, 2.3445, -2.5383], [-5.7463, 0.2309, -2.7141], [-6.0920, -0.0998, -1.0059], [-2.9694, 3.9467, -0.2608], [-0.9063, 2.5532, -0.1255], [0.0674, 2.6452, -2.0702], [2.3164, 3.5867, -2.1122], [4.5569, -1.9486, 2.6099], [4.1459, -3.1367, 2.0059], [2.7846, -3.3999, 1.8639], [1.8286, -2.4651, 2.2914], [0.3601, -2.8032, 2.2748], [-0.6943, -1.8361, 1.6525], [-1.9469, -2.7106, 1.5116], [-1.7632, -3.3222, 0.1970], [-0.8675, -2.5779, -0.5139], [-0.5292, -2.8488, -1.6563], [-0.4359, -1.4462, 0.2320], [2.2543, -1.2758, 2.8845], [3.6142, -1.0070, 3.0259], [5.6110, -1.7650, 2.7942], [4.8799, -3.8610, 1.6510], [2.4471, -4.3268, 1.4074], [0.2487, -3.8259, 1.8738], [0.0277, -2.8682, 3.3243], [-0.8012, -1.0225, 2.3853], [-2.0652, -3.5346, 2.2347], [-2.8443, -2.0744, 1.4990], [1.5049, -0.5676, 3.2388], [3.9281, -0.0624, 3.4640]]
}

***

(4)
{
  "formula": "C26H26AsN6O2S2W",
  "method": "ωB97M-V/def2-TZVPD",
  "de_lowest_kj_mol": 20.56,
  "orbital_gap_ha": [0.23617, 0.23544],
  "charge": 1,
  "species": ["W", "N", "C", "S", "N", "N", "C", "C", "C", "C", "C", "C", "N", "H", "H", "H", "H", "H", "H", "H", "S", "C", "C", "C", "C", "C", "C", "As", "C", "C", "C", "C", "C", "C", "C", "C", "C", "C", "C", "C", "H", "H", "H", "H", "H", "H", "H", "H", "H", "H", "H", "H", "H", "H", "O", "C", "O", "H", "N", "N", "H", "H", "H", "H"],
  "coordinates": [[1.3849, 0.2231, -0.2363], [2.2838, 3.1056, -3.5617], [2.2837, 2.2200, -2.5594], [0.7696, 2.0034, -1.7085], [3.4095, 1.6589, -2.2255], [3.2741, 0.7442, -1.2310], [4.3732, 0.2392, -0.7881], [4.2669, -0.7494, 0.2466], [5.3565, -1.4753, 0.7101], [5.1382, -2.5127, 1.5966], [3.8346, -2.8066, 1.9681], [2.7992, -2.0275, 1.4911], [3.0033, -0.9810, 0.6744], [1.4241, 3.5066, -3.8892], [3.1174, 3.2123, -4.1157], [5.3235, 0.5370, -1.2120], [6.3476, -1.2371, 0.3508], [5.9655, -3.1001, 1.9698], [3.6079, -3.6335, 2.6250], [1.7735, -2.2365, 1.7567], [0.8134, 0.1576, 2.0702], [-0.7369, 0.9681, 2.4090], [-0.9655, 1.5438, 3.6535], [-2.2040, 2.1082, 3.9230], [-3.2163, 2.0928, 2.9695], [-2.9958, 1.4996, 1.7339], [-1.7573, 0.9376, 1.4628], [-1.2642, 0.0268, -0.1567], [-2.6296, 0.6131, -1.4077], [-3.7398, -0.2097, -1.5942], [-4.8007, 0.2073, -2.3849], [-4.7703, 1.4563, -2.9867], [-3.6789, 2.2879, -2.7833], [-2.6151, 1.8734, -1.9962], [-1.7111, -1.8246, 0.1625], [-1.8868, -2.2805, 1.4629], [-2.1442, -3.6258, 1.6937], [-2.2309, -4.5098, 0.6298], [-2.0608, -4.0513, -0.6703], [-1.7956, -2.7125, -0.9051], [-0.1833, 1.5514, 4.4020], [-2.3819, 2.5660, 4.8869], [-4.1764, 2.5378, 3.1923], [-3.7810, 1.4778, 0.9880], [-3.7904, -1.1860, -1.1275], [-5.6504, -0.4478, -2.5228], [-5.5957, 1.7836, -3.6044], [-3.6518, 3.2708, -3.2347], [-1.7934, 2.5552, -1.8433], [-1.8342, -1.5967, 2.3015], [-2.2857, -3.9775, 2.7071], [-2.4387, -5.5561, 0.8103], [-2.1343, -4.7369, -1.5041], [-1.6650, -2.3642, -1.9237], [1.6141, -0.7714, -2.8679], [1.3449, -1.7621, -2.2058], [1.0584, -1.6967, -0.9514], [1.3435, -2.7769, -2.6250], [1.7049, 3.5695, 0.7288], [2.3777, 2.3057, 0.7779], [2.0644, 4.1816, 1.4549], [0.7221, 3.4028, 0.9166], [2.4930, 1.9770, 1.7337], [3.2929, 2.4446, 0.3630]]
}

***

What did the second record say?
{
  "formula": "C26H25N7O2S2Ti",
  "method": "ωB97M-V/def2-TZVPD",
  "multiplicity": 3,
  "s2": 2.02,
  "de_lowest_kj_mol": 35.80,
  "orbital_gap_ha": [0.18818, 0.29594],
  "charge": 0,
  "species": ["Ti", "N", "C", "S", "N", "N", "C", "C", "C", "C", "C", "C", "C", "O", "H", "H", "H", "H", "H", "H", "H", "N", "C", "C", "C", "C", "C", "C", "N", "C", "C", "C", "S", "C", "N", "H", "H", "H", "H", "H", "H", "H", "O", "C", "C", "C", "C", "C", "C", "C", "C", "N", "H", "H", "H", "H", "H", "H", "H", "H", "H", "H", "H"],
  "coordinates": [[-0.0410, -0.2526, -0.1191], [-2.1243, 3.5823, -0.1201], [-1.7692, 2.2733, -0.2804], [-1.3302, 1.3796, 1.1654], [-1.8452, 1.7782, -1.4784], [-1.5193, 0.4314, -1.4975], [-2.1144, -0.2749, -2.3829], [-2.0441, -1.7228, -2.4365], [-2.5971, -2.3856, -3.5375], [-2.6685, -3.7615, -3.5916], [-2.2093, -4.5045, -2.5042], [-1.6722, -3.8764, -1.3989], [-1.5560, -2.4797, -1.3487], [-0.9975, -1.9095, -0.2958], [-1.7339, 4.0477, 0.6809], [-2.1618, 4.1216, -0.9712], [-2.7760, 0.2364, -3.0807], [-2.9761, -1.7903, -4.3605], [-3.0879, -4.2564, -4.4566], [-2.2745, -5.5854, -2.5240], [-1.3113, -4.4453, -0.5504], [1.9908, 2.2598, -2.7912], [1.8924, 3.2693, -1.8474], [2.1732, 4.6189, -1.9227], [2.0079, 5.3750, -0.7636], [1.5904, 4.7789, 0.4204], [1.3035, 3.4167, 0.4872], [1.4333, 2.6572, -0.6665], [1.2275, 1.2971, -0.8926], [1.6172, 1.0760, -2.1930], [1.6562, -0.2079, -2.7216], [2.0769, -0.7295, -3.9500], [1.9264, -2.4500, -3.9209], [1.3119, -2.3735, -2.3268], [1.2107, -1.1854, -1.8275], [2.2913, 2.3614, -3.7419], [2.5167, 5.0731, -2.8434], [2.2210, 6.4356, -0.7856], [1.4897, 5.3840, 1.3126], [0.9694, 2.9604, 1.4081], [2.4851, -0.2153, -4.8015], [1.0031, -3.2600, -1.7936], [1.7575, -0.5322, 1.1234], [2.1975, -1.3745, 2.1974], [2.2430, -0.6042, 3.5048], [0.9714, 0.2046, 3.7873], [-0.2831, -0.6230, 3.8238], [-0.9523, -0.8683, 5.0179], [-2.1136, -1.6218, 5.0006], [-2.5728, -2.1083, 3.7888], [-1.8444, -1.8194, 2.6457], [-0.7253, -1.0987, 2.6541], [2.4777, -0.0436, 0.7080], [3.1779, -1.7864, 1.9522], [1.4813, -2.1904, 2.2426], [3.0919, 0.0851, 3.4890], [2.4297, -1.3192, 4.3118], [0.8534, 0.9653, 3.0129], [1.0903, 0.7255, 4.7383], [-0.5663, -0.4597, 5.9427], [-2.6545, -1.8187, 5.9175], [-3.4797, -2.6929, 3.7203], [-2.1643, -2.1664, 1.6711]]
}